DFT (the ωB97M-V functional and the def2-TZVPD basis) results for 4 unconnected molecules or ions with the total composition C3H12O4 in a non-equilibrium geometry.

The geometry in XYZ format:
```
19
Properties=species:S:1:pos:R:3
C -1.6488 -1.3916 -1.3591
C -1.5896 0.0381 -0.9634
O -1.9951 0.1032 0.4767
C -0.0914 0.4608 -1.0891
H -2.0350 -2.1752 -0.7181
H -1.5835 -1.5997 -2.4139
H -2.1977 0.7721 -1.5217
H 0.4636 -0.3657 -0.6292
H 0.1401 0.5144 -2.1670
H 0.2771 1.3493 -0.5633
H 1.2651 1.8898 2.2797
H -2.1818 -0.8397 0.5119
O 1.3805 1.3225 1.5191
H 3.3931 1.2963 -0.2192
H 0.8054 -0.2036 1.9065
O 3.1505 0.3853 -0.0288
H 2.4281 0.5425 0.7167
H -0.4627 -0.9594 2.1561
O 0.4821 -1.1395 2.1061
```

Spin multiplicity   2
Charge   -1
Largest force on an atom   0.048 Eh/bohr
<S²>   0.754
E_HOMO (spin up / spin down)   -4.150 / -4.150 eV
Energy above the lowest of the compared OMol25 structures with the same formula, charge and spin   145.1 kJ/mol

Charges computed using Löwdin, reported in e: atom 1 (C): 0.065, atom 2 (C): -0.440, atom 3 (O): -0.086, atom 4 (C): -0.074, atom 5 (H): 0.056, atom 6 (H): 0.049, atom 7 (H): 0.124, atom 8 (H): 0.066, atom 9 (H): 0.074, atom 10 (H): 0.062, atom 11 (H): -0.081, atom 12 (H): 0.028, atom 13 (O): -0.426, atom 14 (H): -0.014, atom 15 (H): -0.027, atom 16 (O): -0.193, atom 17 (H): -0.021, atom 18 (H): -0.016, atom 19 (O): -0.148